{
  "formula": "C3H14NO4",
  "method": "ωB97M-V with the def2-TZVPD basis set",
  "spin_multiplicity": 1,
  "orbital_gap_ev": 11.46,
  "de_lowest_kcal_mol": 24.8,
  "charge": 1,
  "energy_ev": -13011.554,
  "species": ["H", "H", "C", "C", "C", "H", "H", "O", "O", "O", "H", "H", "H", "H", "H", "H", "H", "O", "H", "H", "H", "N"],
  "xyz": [[0.025, 0.105, 2.358], [-0.769, 2.357, 1.261], [1.322, -1.232, 1.240], [-0.085, 2.146, 0.437], [0.746, 0.165, 1.528], [-0.918, 0.206, 0.323], [2.161, -1.549, 1.864], [0.889, -1.867, 0.319], [1.284, -0.804, -1.983], [-0.782, 0.796, -2.289], [1.387, -1.616, -1.452], [-0.684, 2.694, -0.277], [-2.675, -1.168, 1.349], [0.481, 0.254, -0.482], [0.832, 2.676, 0.692], [2.052, -0.867, -2.559], [-3.585, 0.086, 1.208], [-2.671, -0.209, 1.365], [-0.892, 1.600, -2.816], [-0.368, 0.104, -2.799], [1.547, 0.866, 1.755], [-0.011, 0.690, 0.324]],
  "forces_ev_per_a": [[0.4247, 0.1111, -0.0446], [0.3197, -0.3976, 0.6712], [-0.4911, 1.1481, -0.1542], [-1.7961, 1.3884, 0.9534], [-0.4124, -0.4117, -0.0189], [-0.4264, 0.6687, -0.0218], [0.0473, -0.2587, 0.2192], [-0.0174, -0.4895, 0.3955], [0.6495, -0.7783, 0.1915], [-0.6533, 0.9122, 0.5164], [-0.3994, 0.2870, -0.2725], [0.5611, -0.5760, -1.2389], [-0.3310, -0.2475, 0.0215], [-0.2206, 1.0140, -0.4735], [0.2315, -0.5865, -0.4839], [0.0886, 0.3780, -0.3307], [0.4948, -0.2899, 0.0623], [0.0770, 0.4707, -0.1775], [0.0829, -0.5909, -0.1441], [0.2555, -0.0688, -0.4372], [-0.0316, -0.0618, 0.1572], [1.5466, -1.6210, 0.6094]],
  "mulliken_charge": [0.389, 0.421, 0.044, -0.930, -0.534, 0.433, 0.403, -0.543, -0.659, -0.616, 0.342, 0.304, 0.314, 0.324, 0.345, 0.292, 0.304, -0.640, 0.307, 0.301, 0.401, -0.002]
}

---

{
  "formula": "C34H46IN6O5P",
  "method": "ωB97M-V with the def2-TZVPD basis set",
  "spin_multiplicity": 1,
  "smiles": "CCNO[P@](=O)(OCCOCC)OC[C@@H](C)I.c1ccncc1.c1ccncc1.c1ccncc1.c1ccncc1.c1ccncc1",
  "orbital_gap_ev": 9.78,
  "energy_ev": -72570.814,
  "species": ["C", "O", "H", "C", "H", "N", "N", "H", "C", "H", "P", "C", "H", "C", "H", "H", "C", "H", "C", "C", "C", "H", "O", "H", "H", "H", "H", "H", "C", "H", "H", "H", "C", "N", "H", "H", "H", "O", "H", "H", "H", "C", "H", "H", "C", "C", "N", "H", "C", "H", "C", "C", "C", "C", "H", "H", "C", "C", "H", "C", "H", "H", "H", "H", "C", "H", "H", "C", "I", "H", "C", "N", "N", "H", "C", "C", "C", "C", "C", "H", "C", "H", "H", "C", "H", "O", "C", "H", "H", "H", "H", "C", "O"],
  "xyz": [[6.451, -2.991, 0.262], [-1.875, -1.755, 1.712], [6.198, -4.029, 0.453], [-8.061, 3.002, 1.456], [-1.368, -0.262, 0.354], [-0.539, -3.114, 3.877], [6.494, 3.717, 1.699], [7.011, -0.779, -2.219], [0.615, -3.157, 6.026], [-6.502, 3.710, 2.761], [-1.093, -3.096, 1.341], [-8.312, 2.332, 0.270], [-0.847, 1.082, -3.947], [-4.608, 0.103, -5.821], [-2.201, -2.369, -5.677], [-3.776, 1.468, 2.586], [5.124, 5.521, 0.913], [4.642, 4.116, 2.471], [5.373, 4.435, 1.737], [-1.836, -2.561, -3.564], [0.724, -3.456, 4.538], [6.436, -3.184, -1.877], [2.465, -0.461, 0.505], [1.016, -4.476, 4.331], [-0.711, 0.021, -1.703], [7.327, 0.667, -0.207], [-4.543, 0.194, -7.967], [2.232, -2.072, -0.680], [-5.170, 0.122, -7.087], [3.477, 1.847, 2.552], [-0.494, -2.114, 3.688], [-5.060, -0.015, -3.720], [-5.960, 2.112, 0.000], [-1.528, -0.594, -4.905], [-7.389, 1.349, -1.411], [-9.327, 2.168, -0.067], [1.862, 0.359, 2.271], [0.160, -2.685, 0.431], [7.060, -0.362, 2.045], [3.135, -0.809, 2.473], [-7.029, 0.057, -8.176], [-1.222, -0.508, 1.404], [-3.537, 0.160, -5.679], [0.455, -4.059, 6.604], [7.271, 5.153, -0.057], [2.457, -1.862, 0.362], [6.619, -2.233, 1.344], [8.319, 3.479, 0.802], [1.409, -2.568, 1.183], [1.220, -2.080, 2.136], [-3.351, 0.597, 2.109], [-1.875, -1.875, -4.768], [-1.051, -0.550, -2.557], [6.582, -2.521, -1.036], [1.750, -3.571, 1.415], [3.427, -2.314, 0.579], [6.930, -0.953, 1.146], [-1.123, 0.042, -3.808], [3.864, 1.640, 0.858], [-6.743, 3.188, 1.841], [-3.674, 0.565, 1.075], [-8.870, 3.374, 2.070], [-5.092, 1.769, -0.553], [4.193, 6.066, 0.988], [-7.306, -0.043, -6.048], [-3.704, -0.260, 2.667], [-2.134, -3.599, -3.513], [3.792, 1.124, 1.806], [-1.271, 0.410, 4.293], [-0.152, -0.510, 1.584], [6.902, -1.186, -1.221], [-5.698, 2.755, 1.138], [-6.785, -0.064, -4.823], [4.749, 0.753, 2.150], [-1.840, 0.606, 2.209], [-6.549, 0.046, -7.207], [6.097, 5.886, -0.003], [7.079, -0.382, -0.108], [2.783, -0.016, 1.815], [1.526, -2.825, 4.147], [-5.458, 0.007, -4.730], [-1.432, 1.558, 1.893], [-8.388, -0.100, -6.096], [7.417, 4.082, 0.811], [5.943, 6.729, -0.664], [-0.637, -3.877, 2.651], [-1.418, -1.882, -2.432], [8.056, 5.405, -0.756], [1.521, -2.672, 6.367], [-0.222, -2.495, 6.227], [-1.383, -2.386, -1.476], [-7.239, 1.876, -0.478], [-1.944, -3.961, 0.569]],
  "forces_ev_per_a": [[-0.0271, -0.0709, 0.0879], [1.5160, 0.3927, 0.4344], [0.0087, -0.0150, -0.0621], [0.0059, -0.0133, -0.0281], [-0.1567, -0.1864, -0.1734], [0.1088, -0.6512, 0.9877], [-0.0245, 0.0456, -0.0786], [-0.0037, -0.0009, -0.0005], [-0.0812, -0.1281, 0.0058], [-0.0634, 0.0052, 0.0143], [-1.1385, -0.9551, -1.3457], [-0.0631, 0.0029, -0.0014], [0.0142, 0.0032, 0.0596], [-0.0109, 0.0618, -0.0206], [-0.0288, -0.0429, 0.0340], [-0.0838, 0.2951, -0.0733], [0.0253, -0.0013, -0.0120], [-0.0480, 0.0565, -0.0217], [0.0026, -0.1108, 0.1073], [-0.0184, 0.0286, -0.0336], [0.3843, 0.6873, -0.1356], [-0.0064, -0.0196, 0.0117], [0.2726, -0.2246, 0.0392], [-0.3032, -0.2744, -0.0316], [0.0538, 0.0177, -0.0372], [-0.0175, 0.0106, 0.0358], [0.0045, 0.0042, 0.0037], [0.0523, 0.0340, -0.1930], [-0.0229, -0.0016, -0.0362], [-0.0005, 0.2426, 0.0984], [-0.3398, -0.0880, -0.4075], [0.0737, -0.0059, -0.0243], [0.1339, 0.0321, 0.0422], [0.0735, -0.1148, 0.1526], [0.0253, -0.0082, -0.0110], [0.0014, -0.0043, -0.0029], [-0.1905, -0.0651, 0.0540], [0.7046, 0.4093, 1.5936], [0.0284, 0.0717, -0.0498], [0.1367, -0.3605, -0.1612], [-0.0262, -0.0007, 0.0105], [-0.0553, 0.7209, 0.2493], [-0.0576, 0.0024, -0.0343], [-0.0569, -0.1564, 0.1396], [-0.0187, 0.0023, 0.0001], [-0.2680, -0.0544, -0.2105], [-0.0366, 0.0405, -0.0982], [0.0309, 0.0456, -0.0389], [-0.1014, -0.3063, -0.3515], [0.1186, 0.2585, 0.0580], [0.2304, 0.0802, 0.7721], [0.0391, 0.0086, -0.1332], [-0.0197, -0.0625, -0.0224], [-0.0055, 0.0211, 0.0071], [-0.0037, -0.2469, -0.0208], [0.2334, 0.2127, 0.1781], [-0.0260, -0.0252, 0.1765], [0.0230, 0.1255, -0.0914], [0.0505, -0.1197, -0.2600], [0.1022, 0.0446, 0.0686], [-0.0501, -0.0949, -0.1846], [0.0143, 0.0101, 0.0195], [-0.0435, -0.0189, -0.0634], [-0.0078, -0.0105, 0.0210], [-0.0961, -0.0091, 0.0654], [-0.3442, -0.3256, -0.2528], [-0.0043, -0.0024, -0.0005], [-0.1785, -0.2222, 0.6545], [0.0753, 0.2259, -0.1160], [0.1149, -0.3170, -0.0122], [-0.0024, 0.0261, -0.0596], [-0.1415, -0.0059, -0.0775], [0.0529, 0.0258, -0.0399], [0.4336, 0.1122, -0.3573], [-0.4895, -0.2041, 0.0300], [0.0283, -0.0064, 0.0095], [-0.0085, 0.0506, -0.0456], [0.0113, -0.0077, -0.0289], [-0.4584, 0.7342, 0.0007], [0.2255, -0.0816, -0.1920], [-0.0613, -0.0066, 0.0988], [0.2490, 0.0903, -0.0299], [0.0029, 0.0000, -0.0649], [0.0406, -0.1006, 0.0552], [0.0009, -0.0003, -0.0003], [0.4061, 1.3516, 0.0012], [-0.0074, 0.0067, 0.1166], [0.0140, -0.0172, 0.0050], [0.1547, 0.0222, 0.2100], [-0.0997, 0.1507, -0.0260], [-0.0207, -0.0471, -0.0300], [-0.0087, -0.0179, -0.0274], [-0.9519, -0.9594, -0.8983]],
  "mulliken_charge": [-0.391, -0.075, 0.415, -0.405, 0.128, -0.170, -0.463, 0.388, -1.216, 0.356, 0.463, -0.245, 0.368, -0.209, 0.376, 0.526, -0.498, 0.405, -0.144, -0.731, 0.095, 0.398, -0.412, 0.585, 0.502, 0.397, 0.397, 0.389, -0.525, 0.386, -0.107, 0.487, -0.198, -0.624, 0.408, 0.372, -0.056, -0.052, 0.506, 0.320, 0.362, 0.521, 0.456, 0.307, -0.470, -0.551, -0.566, 0.400, 0.248, -0.068, -1.369, -0.218, -0.317, -0.273, 0.400, 0.113, -0.354, -0.592, 0.297, -0.193, 0.184, 0.355, 0.540, 0.357, -0.299, 0.404, 0.434, -1.288, 0.009, -0.242, -0.387, -0.435, -0.489, 0.142, -0.365, -0.282, -0.134, -0.157, 0.327, -0.139, -0.237, 0.549, 0.344, -0.165, 0.371, -0.197, 0.314, 0.352, 0.341, 0.323, 0.527, -0.536, -0.794]
}